Record 1
{"formula": "H2N3O2S", "method": "wB97M-V/def2-TZVPD", "homo_energy_ev": [-4.21, -3.40], "molar_mass_g_mol": 108.1, "gap_ha": [0.2736, 0.2368], "total_charge": -1, "largest_force_ev_per_a": 2.70, "elements": ["N", "N", "N", "O", "O", "S", "H", "H"], "positions_angstrom": [[-1.997, -0.596, 0.540], [0.974, 1.358, 0.064], [1.349, 0.055, -0.079], [0.132, 1.703, -0.738], [0.740, -0.758, -0.780], [2.619, -0.350, 0.902], [-1.117, -0.340, 0.149], [-2.700, -1.073, -0.058]]}

Record 2
{"formula": "C20H23FN2O3", "method": "wB97M-V/def2-TZVPD", "homo_energy_ev": -8.71, "molar_mass_g_mol": 358.4, "gap_ha": 0.3463, "total_charge": 0, "smiles": "CN(Cc1ccco1)C(=O)[C@H]1CCC(=O)N(CCc2cccc(F)c2)C1", "largest_force_ev_per_a": 0.91, "elements": ["C", "N", "C", "O", "C", "C", "N", "C", "O", "C", "C", "H", "H", "H", "H", "C", "H", "H", "C", "C", "C", "C", "C", "C", "C", "H", "H", "H", "F", "H", "H", "H", "H", "H", "H", "C", "C", "C", "C", "C", "O", "H", "H", "H", "H", "H", "H", "H", "H"], "positions_angstrom": [[1.442, 1.708, 1.607], [1.412, 1.949, 0.183], [0.351, 1.723, -0.625], [0.410, 1.901, -1.828], [-0.934, 1.243, 0.045], [-1.804, 0.567, -1.023], [-3.054, 0.138, -0.447], [-3.788, 1.024, 0.264], [-4.830, 0.735, 0.821], [-3.184, 2.414, 0.264], [-1.717, 2.396, 0.708], [-1.262, 3.356, 0.454], [-1.688, 2.290, 1.794], [-3.260, 2.811, -0.750], [-3.773, 3.051, 0.925], [-3.514, -1.219, -0.616], [-3.314, -1.532, -1.644], [-4.594, -1.204, -0.447], [-2.883, -2.210, 0.379], [-1.409, -2.397, 0.166], [-0.496, -2.006, 1.137], [0.857, -2.162, 0.897], [1.344, -2.696, -0.278], [0.429, -3.100, -1.237], [-0.928, -2.956, -1.016], [-1.628, -3.284, -1.770], [0.782, -3.531, -2.161], [2.407, -2.792, -0.426], [1.732, -1.766, 1.852], [-0.829, -1.597, 2.079], [-3.075, -1.850, 1.390], [-3.390, -3.169, 0.255], [-1.279, -0.298, -1.428], [-1.968, 1.273, -1.846], [-0.680, 0.487, 0.792], [2.703, 2.219, -0.438], [3.589, 1.020, -0.365], [3.641, -0.105, -1.136], [4.638, -0.930, -0.562], [5.111, -0.249, 0.516], [4.482, 0.929, 0.645], [5.865, -0.486, 1.240], [4.962, -1.891, -0.908], [3.044, -0.308, -2.001], [2.503, 2.474, -1.481], [3.179, 3.062, 0.070], [1.579, 0.649, 1.839], [0.533, 2.067, 2.082], [2.285, 2.253, 2.029]]}

Record 3
{"formula": "C49H107N5O7", "method": "wB97M-V/def2-TZVPD", "homo_energy_ev": [0.76, -6.23], "molar_mass_g_mol": 878.4, "gap_ha": [0.0483, 0.3049], "total_charge": -1, "spin_multiplicity": 2, "largest_force_ev_per_a": 3.87, "elements": ["C", "C", "C", "C", "C", "C", "N", "O", "C", "C", "C", "H", "H", "H", "H", "H", "H", "H", "H", "H", "H", "H", "H", "H", "H", "H", "H", "H", "H", "H", "C", "C", "C", "C", "C", "C", "N", "O", "C", "C", "C", "H", "H", "H", "H", "H", "H", "H", "H", "H", "H", "H", "H", "H", "H", "H", "H", "H", "H", "H", "C", "C", "C", "C", "C", "C", "N", "O", "C", "C", "C", "H", "H", "H", "H", "H", "H", "H", "H", "H", "H", "H", "H", "H", "H", "H", "H", "H", "H", "H", "C", "C", "C", "C", "C", "C", "N", "O", "C", "C", "C", "H", "H", "H", "H", "H", "H", "H", "H", "H", "H", "H", "H", "H", "H", "H", "H", "H", "H", "H", "C", "C", "C", "C", "C", "C", "N", "O", "C", "C", "C", "H", "H", "H", "H", "H", "H", "H", "H", "H", "H", "H", "H", "H", "H", "H", "H", "H", "H", "H", "C", "C", "O", "H", "H", "H", "H", "H", "H", "C", "C", "O", "H", "H", "H", "H", "H", "H"], "positions_angstrom": [[1.169, -19.228, -17.975], [1.500, -18.153, -19.104], [0.498, -16.990, -18.847], [0.816, -16.095, -17.600], [2.233, -15.539, -17.844], [3.269, -16.728, -17.853], [2.951, -17.667, -18.926], [3.861, -18.737, -18.995], [4.579, -15.989, -18.314], [3.572, -17.221, -16.398], [1.202, -18.699, -20.607], [2.034, -19.814, -17.664], [0.520, -19.958, -18.458], [0.668, -18.840, -17.087], [0.480, -16.349, -19.729], [-0.513, -17.396, -18.879], [0.800, -16.560, -16.614], [0.120, -15.273, -17.433], [2.476, -14.877, -17.013], [2.112, -14.923, -18.735], [5.447, -16.646, -18.369], [4.473, -15.638, -19.341], [4.743, -15.187, -17.594], [2.815, -17.977, -16.191], [4.511, -17.769, -16.316], [3.621, -16.390, -15.694], [0.209, -19.129, -20.731], [2.008, -19.432, -20.647], [1.524, -17.923, -21.301], [4.358, -18.443, -19.762], [6.507, -12.067, -20.278], [5.384, -11.267, -19.598], [4.868, -12.135, -18.397], [3.961, -11.480, -17.400], [4.640, -10.253, -16.810], [5.227, -9.218, -17.897], [5.883, -9.926, -19.006], [6.455, -9.030, -19.961], [4.111, -8.271, -18.329], [6.320, -8.414, -17.209], [4.231, -10.943, -20.564], [6.125, -13.049, -20.557], [7.280, -12.334, -19.556], [7.122, -11.648, -21.074], [4.311, -13.015, -18.718], [5.710, -12.423, -17.768], [3.742, -12.091, -16.524], [3.048, -11.112, -17.870], [5.466, -10.534, -16.156], [3.847, -9.703, -16.303], [3.455, -8.654, -19.110], [3.606, -7.840, -17.464], [4.564, -7.451, -18.886], [5.964, -7.668, -16.498], [7.082, -8.982, -16.675], [6.796, -7.764, -17.943], [3.252, -10.788, -20.109], [4.022, -11.771, -21.241], [4.412, -10.109, -21.242], [7.338, -8.982, -19.588], [4.280, -25.728, -17.781], [3.083, -24.721, -17.442], [2.457, -25.206, -16.058], [3.306, -24.903, -14.780], [3.658, -23.322, -14.735], [4.348, -22.825, -16.203], [3.534, -23.293, -17.365], [4.108, -22.870, -18.525], [4.135, -21.292, -15.965], [5.874, -23.195, -16.177], [1.933, -24.930, -18.514], [3.862, -26.723, -17.934], [4.967, -25.902, -16.954], [4.955, -25.395, -18.569], [1.438, -24.834, -15.955], [2.413, -26.293, -16.001], [4.123, -25.623, -14.825], [2.701, -25.060, -13.887], [4.405, -23.039, -13.993], [2.836, -22.745, -14.313], [3.122, -20.933, -16.146], [4.301, -20.882, -14.969], [4.869, -20.753, -16.564], [6.501, -22.333, -16.405], [6.247, -23.505, -15.201], [6.233, -23.883, -16.943], [1.902, -25.986, -18.781], [1.993, -24.456, -19.494], [0.954, -24.632, -18.140], [3.882, -21.937, -18.505], [-5.267, -16.900, -17.587], [-4.781, -16.568, -19.040], [-3.517, -17.340, -19.326], [-3.722, -18.840, -19.668], [-4.754, -19.103, -20.824], [-6.003, -18.257, -20.476], [-5.753, -16.821, -20.104], [-6.969, -16.073, -20.168], [-6.729, -18.191, -21.853], [-6.763, -19.064, -19.440], [-4.407, -15.090, -19.205], [-4.688, -17.679, -17.092], [-6.338, -17.102, -17.553], [-5.204, -15.987, -16.994], [-3.018, -16.695, -20.049], [-2.956, -17.277, -18.393], [-3.907, -19.247, -18.674], [-2.699, -19.144, -19.893], [-5.010, -20.151, -20.979], [-4.317, -18.681, -21.730], [-7.769, -17.864, -21.819], [-6.220, -17.508, -22.534], [-6.693, -19.168, -22.335], [-7.083, -20.004, -19.890], [-6.236, -19.336, -18.525], [-7.593, -18.493, -19.024], [-5.287, -14.450, -19.143], [-4.062, -14.891, -20.220], [-3.598, -14.716, -18.577], [-7.576, -16.640, -19.688], [1.549, -14.949, -22.450], [1.320, -13.393, -22.721], [0.333, -13.207, -23.945], [-1.147, -13.457, -23.567], [-1.540, -12.465, -22.420], [-0.664, -12.742, -21.119], [0.743, -12.694, -21.552], [1.613, -12.800, -20.451], [-0.935, -11.545, -20.196], [-0.940, -14.036, -20.380], [2.639, -12.747, -23.124], [1.902, -15.086, -21.428], [2.402, -15.291, -23.035], [0.646, -15.515, -22.681], [0.471, -12.248, -24.443], [0.528, -13.970, -24.699], [-1.307, -14.524, -23.416], [-1.669, -13.171, -24.481], [-2.540, -12.613, -22.012], [-1.458, -11.427, -22.742], [-1.976, -11.518, -19.873], [-0.271, -11.602, -19.333], [-0.780, -10.555, -20.625], [-0.862, -14.953, -20.964], [-0.230, -14.282, -19.590], [-1.941, -14.069, -19.950], [3.501, -13.126, -22.575], [2.635, -11.662, -23.025], [2.891, -12.911, -24.171], [1.988, -11.918, -20.385], [5.467, -18.734, -22.241], [4.639, -17.959, -23.278], [5.038, -18.578, -24.477], [5.277, -19.807, -22.271], [5.279, -18.445, -21.207], [6.517, -18.710, -22.532], [4.832, -16.886, -23.260], [3.593, -18.071, -22.994], [4.613, -19.439, -24.472], [1.010, -17.941, -24.606], [0.546, -18.370, -25.949], [-0.677, -19.120, -25.782], [1.975, -17.473, -24.802], [1.127, -18.724, -23.856], [0.291, -17.264, -24.146], [1.177, -19.144, -26.385], [0.335, -17.521, -26.599], [-0.910, -19.392, -26.673]]}